# 1
Entry from the OMol25 dataset: one molecule with the formula C4H5F (wB97M-V/def2-TZVPD).

The LUMO energy comes out at 0.73 eV. Its SMILES is C=C/C=C/F. As for the frontier orbital gap: 9.7 eV. The value obtained for the HOMO energy is -8.9 eV. The calculation puts the energy relative to the best compared isomer or geometry (same formula, charge and spin) at 295.50 kJ/mol.

Geometry as ORCA input:
```
! RIJCOSX wB97M-V def2-TZVPD def2/J DEFGRID3
* xyz 0 1
F -1.0987 1.7806 2.0078
C 0.0403 -0.7330 -0.3779
C 0.8330 -0.5724 -1.4541
C -0.7763 0.4736 1.5980
C -0.3163 0.5330 0.3272
H 1.5079 0.5019 -1.6616
H 0.9866 -1.2121 -2.4135
H -0.4313 -0.5778 2.3296
H -0.4308 -1.8505 -0.1823
H -0.3143 1.6569 -0.1732
*
```

Results of the Löwdin charge analysis, in e, for atoms 1 through 5: -0.08, -0.26, -0.08, -0.15, -0.18



# 2
Entry from the OMol25 dataset: a 4-piece molecular cluster, C23H46FNO8S overall (wB97M-V/def2-TZVPD).

The LUMO energy comes out at -0.43 eV. Its SMILES is CC(C)=CCC[C@H](C)CCN(C)S(=O)(=O)F.CCOC(C)=O.CCOC(C)=O.CCOC(C)=O. As for the frontier orbital gap: 7.5 eV. The value obtained for the HOMO energy is -7.9 eV.

Geometry as ORCA input:
```
! RIJCOSX wB97M-V def2-TZVPD def2/J DEFGRID3
* xyz 0 1
S 0.7692 1.3792 -3.5305
F -0.8285 1.2415 -4.2292
O -5.5080 -3.5997 0.2982
O 1.8286 0.5966 3.1369
O 1.2836 2.8141 -3.8952
O -9.1966 -1.5834 -0.4886
O 2.9003 -0.3222 4.8737
O 1.6595 0.3835 -4.3153
O -3.7918 -3.4392 -1.1293
O -8.3428 -1.1520 -2.5119
N 0.6638 1.0769 -1.8129
C 3.7669 1.5936 1.5772
C 3.9887 2.4917 0.1848
C 1.8587 0.3539 4.3423
C 2.3652 -1.6703 6.8300
C -5.1059 -3.3379 -0.8343
C 9.9497 1.1594 -2.4992
C -9.6951 -1.1662 0.7977
C -8.9326 -0.7435 -1.5129
C 2.0284 1.0558 -1.1399
C -3.0001 -1.9103 -2.8517
C 5.2985 1.8479 -0.5766
C 7.4517 2.2866 -2.1554
C 8.0413 -0.1507 -0.9162
C 3.1313 -0.4803 6.2875
C -11.2070 -1.0606 0.7825
C 6.4005 2.9630 -1.0811
C -6.0476 -2.8121 -1.8779
C -3.2481 -3.3537 -2.4613
C 0.0810 -0.3451 -1.6762
C -9.4520 0.6633 -1.4529
C 8.3990 1.1737 -1.8729
C 2.6256 2.5355 -0.7612
C 0.7008 0.7178 5.2251
H -3.9282 -1.3334 -2.8741
H -0.8223 -0.2495 -0.9118
H -10.4293 0.7071 -1.9394
H 2.5888 -1.8231 7.8901
H -9.5228 1.0622 -0.4429
H -0.2795 -0.7725 -2.7278
H 7.0873 -0.6377 -1.3875
H 1.8819 0.4384 -0.1301
H 2.9128 0.4442 6.8300
H 10.5119 0.1542 -2.1901
H -2.5328 -1.8519 -3.8393
H -11.5863 -0.8013 1.7755
H 5.8286 1.1361 0.1934
H 2.6301 -2.5789 6.2793
H 1.2857 -1.5390 6.7202
H 4.6367 1.7690 2.3635
H 0.8993 -1.1239 -1.2989
H -9.2117 -0.2424 1.1288
H 6.9237 3.4480 -0.1443
H 9.8477 1.1390 -3.6646
H 5.7837 3.8329 -1.6091
H -6.1486 -1.7306 -1.7594
H 2.6928 1.7696 2.0539
H -11.5513 -0.3039 0.0729
H -2.2913 -3.8878 -2.4400
H -9.3981 -1.9429 1.5115
H 10.5485 2.0680 -2.0682
H 0.2672 1.6520 4.8571
H 4.8973 1.3099 -1.5399
H -5.7481 -3.0465 -2.8974
H -11.6535 -2.0109 0.4716
H -8.7537 1.3117 -1.9897
H -0.0523 -0.0721 5.1747
H 3.8881 0.4614 1.2264
H -7.0238 -3.2826 -1.7299
H 2.8195 0.4467 -1.7835
H 1.8312 3.1593 -0.1253
H -2.3441 -1.4242 -2.1220
H 4.2054 -0.6618 6.4072
H -3.8799 -3.8822 -3.1813
H 7.8592 0.2049 0.1868
H 4.2524 3.5875 0.5734
H 2.8531 3.1418 -1.7578
H 7.4667 2.7823 -3.2412
H 8.9428 -0.9329 -0.9359
H 0.9790 0.8987 6.2615
*
```

Results of the Löwdin charge analysis, in e, for atoms 1 through 5: 0.88, -0.25, 0.07, 0.02, -0.34



# 3
Entry from the OMol25 dataset: C4H8N2O2 as an isolated structure (wB97M-V/def2-TZVPD).

The LUMO energy (alpha / beta) comes out at 0.75 / -1.66 eV. As for the frontier orbital gap (alpha / beta): 5.2 / 8.9 eV. The value obtained for the HOMO energy (alpha / beta) is -4.4 / -10.5 eV. The calculation puts the energy relative to the best compared isomer or geometry (same formula, charge and spin) at 279.42 kJ/mol.

Geometry as ORCA input:
```
! RIJCOSX wB97M-V def2-TZVPD def2/J DEFGRID3
* xyz 0 3
O -0.5377 -1.4964 1.0380
O -1.7752 0.4461 0.0375
N -0.7858 -0.0722 -1.8509
N 0.2158 0.0231 -0.9145
C 0.3483 1.0202 1.4113
C -0.4631 0.2082 0.3470
C 1.5073 -0.6002 -1.0379
C -1.8783 0.1841 -1.2629
H 1.6946 -1.0626 -2.0410
H -0.8888 -1.2977 1.9114
H -0.2952 1.4707 2.1034
H 2.3227 0.1432 -0.8017
H 1.5534 -1.3673 -0.1365
H -2.9271 0.3155 -1.6412
H 0.8724 1.7616 0.8866
H 1.0368 0.3237 1.9515
*
```

Results of the Löwdin charge analysis, in e, for atoms 1 through 5: -0.11, 0.05, 0.07, -0.10, 0.04



# 4
Entry from the OMol25 dataset: C26H43F5P2Pt as an isolated structure (wB97M-V/def2-TZVPD).

The LUMO energy (alpha / beta) comes out at -5.88 / -7.99 eV. As for the frontier orbital gap (alpha / beta): 5.5 / 4.5 eV. The value obtained for the HOMO energy (alpha / beta) is -11.4 / -12.5 eV. The calculation puts the energy relative to the best compared isomer or geometry (same formula, charge and spin) at 0.00 kJ/mol.

Geometry as ORCA input:
```
! RIJCOSX wB97M-V def2-TZVPD def2/J DEFGRID3
* xyz 2 5
Pt 2.9529 3.6426 -0.0553
P 1.9867 -0.8152 -2.1522
P 3.6716 -1.2868 -0.4868
F 1.9769 -3.3473 2.5574
F 1.6411 -3.0653 0.0515
F 3.7365 -3.8678 0.1528
F 2.2884 -1.2001 2.1767
F 4.0086 -2.5501 2.6128
C 4.9246 5.8506 -0.2532
C -1.5104 2.7400 2.2860
C -2.4506 1.0256 -0.8911
C 1.2256 -2.4056 -2.6903
C 4.4006 3.6182 -2.6641
C 4.5964 -1.2737 -2.1259
C 2.9449 -2.7557 0.4357
C -2.3104 2.2022 -0.0993
C 4.7569 -0.5368 0.7542
C -3.0842 0.9469 -2.2243
C 2.7254 5.1435 -1.4293
C -1.9235 -1.4866 -0.5329
C 0.9575 0.4428 -2.9353
C 5.4716 3.2746 -1.5936
C -1.7359 1.8289 1.1492
C 2.1460 2.6099 1.4804
C 3.5560 -0.7404 -3.1434
C -1.4817 0.4342 1.1154
C 3.0239 3.8767 -2.0977
C 4.7034 4.5581 0.5094
C -0.8917 -0.3765 2.2062
C 3.7856 6.2039 -1.2733
C 2.8180 -2.4753 1.9579
C -1.9419 -0.0660 -0.1320
C 4.9617 3.2888 -0.1477
C -2.7286 3.5675 -0.4742
H -1.9893 4.3037 -0.1294
H -2.4443 2.9300 2.8378
H 5.4827 -0.5925 -2.0727
H 5.2538 -1.3240 1.3392
H 4.8557 4.5623 1.6026
H 3.4507 -1.3945 -4.0260
H -0.7891 2.3199 2.9981
H 1.6753 5.4878 -1.4631
H 5.2998 2.4561 0.4839
H 6.3439 3.9351 -1.7015
H -0.1984 0.2202 2.8073
H 5.8393 2.2573 -1.8016
H -2.8306 3.6548 -1.5611
H 1.3407 -2.5223 -3.7772
H 1.3692 0.7527 -3.9159
H 0.8857 1.3149 -2.2620
H 5.5148 0.0062 0.1653
H -1.6655 -0.7728 2.8799
H 1.1193 2.9847 1.5644
H -2.2473 -1.6032 -1.5749
H 2.1224 1.5333 1.2262
H 5.8903 5.8511 -0.7756
H 4.9457 6.6576 0.4869
H -0.3378 -1.2281 1.7990
H 4.2197 0.1094 1.4702
H 4.3377 2.7606 -3.3461
H 1.6414 -3.2882 -2.1927
H 0.1542 -2.3389 -2.4434
H -4.1498 0.6827 -2.1538
H -3.6978 3.8406 -0.0261
H 3.7314 0.3105 -3.4584
H 4.2080 6.4972 -2.2462
H -2.6018 0.1858 -2.8459
H 4.9512 -2.2995 -2.3439
H -3.0239 1.9094 -2.7433
H 4.7173 4.4583 -3.2961
H 2.7262 2.7802 2.3988
H 2.1983 3.3846 -2.6403
H -1.1319 3.7111 1.9397
H -0.9160 -1.9264 -0.4315
H 3.3136 7.1142 -0.8869
H -0.0456 0.0096 -3.0812
H -2.5988 -2.0846 0.1035
*
```

Results of the Löwdin charge analysis, in e, for atoms 1 through 5: 1.20, 0.85, 1.01, 0.18, 0.03



# 5
Entry from the OMol25 dataset: one molecule with the formula C3H3NS (wB97M-V/def2-TZVPD).

The LUMO energy comes out at -0.37 eV. Its SMILES is N#C/C=C\S. As for the frontier orbital gap: 9.6 eV. The value obtained for the HOMO energy is -9.9 eV. The calculation puts the energy relative to the best compared isomer or geometry (same formula, charge and spin) at 210.90 kJ/mol.

Geometry as ORCA input:
```
! RIJCOSX wB97M-V def2-TZVPD def2/J DEFGRID3
* xyz 0 1
S -1.8905 -1.1148 -0.0504
N 2.9866 -1.6097 -0.0340
C -0.1346 0.1230 0.0557
C 1.2671 0.2677 0.1039
C 2.2018 -0.7836 0.0697
H 1.4885 1.3242 0.4303
H -2.6197 -0.2677 -0.8907
H -0.5581 1.0004 0.1984
*
```

Results of the Löwdin charge analysis, in e, for atoms 1 through 5: 0.55, 0.16, -0.22, -0.15, -0.26



# 6
Entry from the OMol25 dataset: C12H24FKO9 as an isolated structure (wB97M-V/def2-TZVPD).

The LUMO energy comes out at -1.13 eV. As for the frontier orbital gap: 7.4 eV. The value obtained for the HOMO energy is -8.6 eV. The calculation puts the energy relative to the best compared isomer or geometry (same formula, charge and spin) at 41.97 kJ/mol.

Geometry as ORCA input:
```
! RIJCOSX wB97M-V def2-TZVPD def2/J DEFGRID3
* xyz 0 1
K 5.3227 -1.5330 -2.3138
F 2.9546 -2.0182 -0.8181
O -0.8051 -3.5217 1.3379
O 0.5084 1.6441 1.8507
O -2.1003 1.3340 -3.5038
O -0.5720 -5.4539 2.2477
O 1.2221 -4.4934 1.2754
O 2.5899 2.0458 1.1520
O 1.5022 3.6815 1.9948
O -0.7175 0.3357 -2.1602
O -0.1352 0.6103 -4.3046
C -3.6037 2.7794 -4.6089
C 0.0649 -4.4866 1.5828
C -0.4278 -2.3625 0.5912
C -2.4004 1.8703 -4.7830
C 1.4365 2.3851 1.7019
C 0.4895 -0.3368 -1.8487
C 2.8425 0.6627 0.9004
C -1.5603 -1.3572 0.6464
C -0.9075 0.7536 -3.3879
C 0.6562 4.2261 4.2144
C 0.4057 4.2210 2.7090
C 0.2183 -6.5110 2.7450
H 0.5311 -1.9797 0.9467
H -0.2403 4.6641 4.6625
H -0.3438 -6.9225 3.5839
H -2.4045 -1.5312 -0.0183
H 1.1853 -6.1758 3.1197
H 1.2470 -0.1070 -2.5979
H 0.8630 -0.1461 -0.8521
H -1.5903 2.5173 -5.1278
H -2.0212 -1.2267 1.6288
H -2.5420 1.0816 -5.5192
H 2.2359 0.0662 1.5779
H -3.8840 3.3783 -5.4763
H -4.5050 2.1884 -4.4206
H -3.4645 3.4675 -3.7766
H 0.3714 -7.3084 2.0162
H 3.9002 0.4311 0.9785
H 1.4565 4.9007 4.5286
H -0.5577 3.7456 2.5236
H -0.2469 -2.6928 -0.4330
H -1.0842 -0.3921 0.4653
H 0.3748 -1.4157 -1.9335
H 0.8906 3.2587 4.6548
H 0.2958 5.2545 2.3768
H 2.5493 0.4685 -0.1286
*
```

Results of the Löwdin charge analysis, in e, for atoms 1 through 5: 0.88, -0.74, 0.04, 0.13, 0.04



Number 1: molar mass 72.08 u, E -255.1195 hartree. Number 2: molar mass 515.69 u, E -2058.3378 hartree. Number 3: molar mass 116.12 u, E -416.9562 hartree. Number 4: molar mass 707.65 u, E -2317.0418 hartree. Number 5: molar mass 85.13 u, E -568.9373 hartree. Number 6: molar mass 370.41 u, E -1848.6088 hartree.